Record 1
A 10-piece molecular cluster, C40H106N6O16 overall at a distorted geometry, computed with ωB97M-V with the def2-TZVPD basis set.

XYZ file:
```
168
Properties=species:S:1:pos:R:3
C -1.226 -5.132 -2.227
O -2.018 -4.183 -2.933
C -2.150 -2.990 -2.122
C -3.286 -2.160 -2.592
N -4.489 -2.934 -2.461
C -5.571 -2.270 -3.151
C -5.508 -2.164 -4.649
O -5.138 -3.472 -5.203
C -6.237 -4.373 -5.527
H -0.303 -4.703 -1.722
H -0.984 -5.950 -2.935
H -1.848 -5.565 -1.420
H -1.190 -2.436 -2.122
H -2.271 -3.353 -1.064
H -3.020 -1.746 -3.598
H -3.296 -1.250 -1.904
H -4.384 -3.893 -2.704
H -5.616 -1.211 -2.809
H -6.515 -2.735 -2.858
H -4.765 -1.464 -5.074
H -6.497 -1.764 -4.987
H -6.728 -4.733 -4.566
H -5.772 -5.294 -5.975
H -6.990 -3.961 -6.236
C 2.750 0.181 1.296
O 3.085 -0.292 0.014
C 1.995 -1.053 -0.591
C 2.469 -1.901 -1.721
N 2.622 -1.143 -2.945
C 3.069 -1.954 -4.138
C 4.418 -2.578 -4.041
O 5.422 -1.603 -4.209
C 6.699 -1.805 -3.662
H 2.163 1.121 1.197
H 3.749 0.411 1.699
H 2.208 -0.556 1.919
H 1.257 -0.347 -0.936
H 1.514 -1.703 0.135
H 1.649 -2.582 -1.907
H 3.270 -2.497 -1.314
H 3.347 -0.464 -2.827
H 3.006 -1.261 -4.895
H 2.281 -2.654 -4.270
H 4.490 -3.293 -4.886
H 4.603 -3.121 -3.063
H 7.236 -0.875 -3.614
H 7.252 -2.544 -4.234
H 6.692 -2.127 -2.620
C -0.840 -3.355 1.698
O 0.399 -3.588 1.068
C 0.981 -4.892 1.313
C 2.411 -5.019 0.860
N 3.264 -3.929 1.223
C 4.395 -3.981 0.369
C 5.294 -2.751 0.494
O 6.476 -2.704 -0.343
C 7.092 -1.460 -0.057
H -1.080 -2.298 1.575
H -0.724 -3.534 2.755
H -1.626 -3.910 1.127
H 0.405 -5.663 0.767
H 0.992 -5.064 2.414
H 2.394 -5.162 -0.263
H 2.722 -5.992 1.278
H 2.783 -2.978 1.146
H 4.138 -4.065 -0.703
H 4.873 -4.980 0.642
H 5.575 -2.549 1.564
H 4.655 -1.837 0.337
H 7.343 -1.340 0.988
H 6.491 -0.576 -0.451
H 7.987 -1.380 -0.704
C -0.742 7.037 2.181
O 0.116 5.921 2.204
C 1.187 6.193 3.041
C 2.170 5.029 3.189
N 1.590 3.854 3.934
C 2.542 2.765 3.858
C 1.932 1.465 4.292
O 0.643 1.315 3.658
C -0.189 0.332 4.065
H -1.443 6.840 1.386
H -0.181 7.909 1.888
H -1.341 7.132 3.041
H 0.872 6.573 4.011
H 1.742 7.043 2.637
H 3.052 5.439 3.733
H 2.573 4.812 2.199
H 0.715 3.552 3.550
H 3.390 3.028 4.515
H 2.929 2.771 2.904
H 1.849 1.465 5.394
H 2.612 0.639 4.028
H -0.780 0.528 4.992
H 0.246 -0.617 4.208
H -0.990 0.148 3.305
C -0.089 5.231 -1.324
O 1.108 4.524 -1.445
C 2.072 5.110 -0.562
C 3.083 3.959 -0.419
N 3.833 3.745 -1.671
C 4.526 2.492 -1.572
C 5.007 2.103 -2.931
O 3.798 1.761 -3.663
C 4.122 1.285 -5.025
H -0.655 5.023 -0.409
H -0.732 4.887 -2.155
H 0.130 6.279 -1.438
H 1.585 5.483 0.347
H 2.583 5.934 -1.083
H 2.463 3.086 -0.207
H 3.870 4.072 0.297
H 3.180 3.802 -2.425
H 3.811 1.731 -1.103
H 5.378 2.533 -0.891
H 5.659 1.216 -2.786
H 5.505 2.941 -3.489
H 3.213 1.038 -5.627
H 4.734 0.381 -4.900
H 4.573 2.034 -5.667
C -3.692 -3.058 4.537
O -3.425 -1.674 4.748
C -4.640 -0.996 5.096
C -4.482 0.457 4.768
N -4.603 0.805 3.319
C -4.586 2.282 3.005
C -3.300 3.018 3.224
O -3.114 3.277 4.637
C -1.792 3.921 4.768
H -3.940 -3.652 5.450
H -2.808 -3.407 4.001
H -4.367 -3.148 3.760
H -4.902 -1.126 6.145
H -5.431 -1.402 4.485
H -3.536 0.800 5.212
H -5.331 0.929 5.382
H -3.843 0.328 2.836
H -5.338 2.745 3.633
H -4.899 2.540 1.962
H -3.267 3.921 2.660
H -2.455 2.357 2.764
H -1.609 4.754 4.100
H -0.994 3.240 4.466
H -1.666 4.358 5.803
C 0.184 1.373 -3.908
O -0.059 0.016 -3.411
H 1.205 1.625 -3.778
H 0.077 1.446 -4.990
H -0.346 2.181 -3.398
H 0.857 -0.432 -3.484
C -5.576 -2.400 0.709
O -5.944 -1.046 0.992
H -4.877 -2.840 1.402
H -6.379 -3.116 0.651
H -5.204 -2.405 -0.322
H -6.120 -0.943 1.933
C -5.748 1.602 -1.441
O -4.944 0.667 -0.723
H -5.577 1.491 -2.498
H -6.764 1.440 -1.323
H -5.494 2.600 -1.201
H -5.512 0.276 -0.038
C -1.448 0.588 0.541
O -2.538 -0.105 1.167
H -1.631 1.668 0.636
H -0.536 0.348 1.068
H -1.461 0.408 -0.557
H -3.239 -0.154 0.502
```

energy relative to the best compared isomer or geometry (same formula, charge and spin)	2.079	eV
Kohn-Sham gap	0.3372	Eh
electronic energy	-3119.55804	Eh
structure (SMILES)	COCCNCCOC.COCCNCCOC.COCCNCCOC.COCCNCCOC.COCCNCCOC.COCCNCCOC.CO.CO.CO.CO
highest occupied orbital energy	-8.44	eV


Record 2
C2H9NO2 as an isolated structure at a distorted geometry, computed with ωB97M-V with the def2-TZVPD basis set.

XYZ file:
```
14
Properties=species:S:1:pos:R:3
C -0.175 0.353 0.042
C -0.569 1.787 0.395
N 0.493 2.410 1.069
H -0.962 -0.268 -0.305
H 0.638 0.365 -0.694
H 0.278 -0.140 0.949
H -0.992 2.334 -0.480
H -1.447 1.730 1.080
H 1.159 -2.306 -2.109
H 0.516 -2.070 -0.591
O 1.064 -1.610 -1.448
H -0.116 -3.339 0.784
H 0.453 3.406 1.140
O -0.340 -2.652 0.166
```

energy relative to the best compared isomer or geometry (same formula, charge and spin)	7.467	eV
Kohn-Sham gap	0.1110	Eh
electronic energy	-286.54397	Eh
highest occupied orbital energy	-8.01	eV


Record 3
C34H25BF2N8OSV as an isolated structure at a distorted geometry, computed with ωB97M-V with the def2-TZVPD basis set.

XYZ file:
```
73
Properties=species:S:1:pos:R:3
V -0.101 0.011 0.611
C 3.702 1.460 -2.093
C 3.251 1.291 -3.340
C 1.894 0.835 -3.525
C 1.238 0.230 -2.509
N 1.980 -0.071 -1.331
C 2.868 1.010 -0.937
C -0.224 0.171 -2.439
C -1.023 0.044 -3.580
C -2.391 0.193 -3.471
C -2.939 0.546 -2.248
C -2.087 0.693 -1.160
N -0.767 0.450 -1.250
C -2.501 1.252 0.128
C -3.734 1.869 0.345
C -3.978 2.506 1.549
C -2.964 2.542 2.500
C -1.772 1.894 2.223
N -1.549 1.254 1.080
H 4.659 1.904 -1.874
H 3.839 1.572 -4.199
H 1.404 1.090 -4.453
H 3.511 0.663 -0.122
H -0.568 -0.177 -4.531
H -3.027 0.078 -4.333
H -4.000 0.712 -2.161
H -4.487 1.856 -0.425
H -4.929 2.981 1.735
H -3.099 3.045 3.443
H -0.976 1.875 2.958
O -1.114 -1.214 0.763
C -2.050 -2.008 1.168
C -2.734 -1.696 2.365
C -3.615 -2.589 2.930
C -3.837 -3.823 2.325
C -3.234 -4.120 1.120
C -2.370 -3.217 0.494
C -1.867 -3.459 -0.837
N -1.563 -2.525 -1.727
C -1.257 -3.186 -2.867
C -1.370 -4.540 -2.675
N -1.764 -4.700 -1.390
H -2.509 -0.751 2.844
H -4.127 -2.340 3.846
H -4.489 -4.545 2.788
H -3.462 -5.055 0.634
H -0.997 -2.676 -3.772
H -1.207 -5.368 -3.333
H -1.907 -5.582 -0.924
N 1.711 0.707 4.223
C 1.221 -0.483 4.709
C 1.297 -1.065 5.964
C 0.702 -2.300 6.116
C 0.075 -2.944 5.046
C -0.003 -2.373 3.793
C 0.548 -1.102 3.626
N 0.626 -0.268 2.537
C 1.352 0.777 2.921
C 1.719 1.710 1.905
C 2.624 2.740 1.971
S 2.922 3.443 0.440
C 1.906 2.102 -0.329
N 1.163 1.436 0.690
H 2.280 1.364 4.733
H 1.803 -0.577 6.779
H 0.742 -2.788 7.077
H -0.363 -3.916 5.212
H -0.445 -2.905 2.967
H 3.124 3.119 2.838
H 1.291 2.534 -1.127
F 2.489 -1.304 0.629
B 1.816 -1.190 -0.518
F 0.960 -2.169 -0.765
```

spin multiplicity	2
energy relative to the best compared isomer or geometry (same formula, charge and spin)	1.821	eV
Kohn-Sham gap (alpha / beta)	0.2051 / 0.2336	Eh
electronic energy	-3390.44571	Eh
total charge	+2
highest occupied orbital energy (alpha / beta)	-12.52 / -12.71	eV


Record 4
A 3-piece molecular cluster, C24H46BFNO overall at a distorted geometry, computed with ωB97M-V with the def2-TZVPD basis set.

XYZ file:
```
74
Properties=species:S:1:pos:R:3
C -1.941 -0.365 -2.247
N -2.458 0.164 -0.997
C -2.287 -0.771 0.133
B -0.717 -0.873 0.692
C -0.184 -2.476 0.769
C 1.133 -2.532 0.107
O 1.291 -2.693 -1.085
F 2.263 -2.347 0.870
C -0.514 -0.082 2.146
C 0.562 0.983 2.118
C 1.431 1.141 3.171
C 2.420 2.090 3.113
C 2.596 2.909 2.043
C 3.707 3.936 1.948
C 1.712 2.794 0.993
C 0.732 1.845 1.061
H -0.837 -0.309 -2.257
H -2.190 -1.416 -2.389
H -2.263 0.251 -3.094
H -2.043 1.061 -0.788
H -2.738 -1.748 -0.082
H -2.873 -0.333 0.960
H -0.043 -0.353 -0.177
H -0.855 -3.064 0.143
H -0.145 -2.855 1.794
H -1.457 0.326 2.531
H -0.201 -0.839 2.879
H 1.344 0.496 4.037
H 3.106 2.182 3.953
H 3.429 4.926 2.310
H 4.009 4.006 0.900
H 4.579 3.542 2.479
H 1.804 3.422 0.116
H 0.057 1.734 0.219
C -2.828 2.982 1.829
C -3.886 4.060 2.044
C -3.540 5.028 3.175
C -3.420 4.388 4.558
C -4.664 3.641 5.035
C -5.889 4.539 5.189
H -2.715 2.345 2.707
H -3.104 2.338 0.991
H -1.857 3.428 1.603
H -4.857 3.590 2.227
H -3.995 4.634 1.119
H -4.292 5.823 3.203
H -2.592 5.522 2.941
H -3.178 5.172 5.284
H -2.571 3.699 4.568
H -4.443 3.185 6.004
H -4.897 2.817 4.356
H -5.691 5.347 5.898
H -6.738 3.964 5.563
H -6.186 4.983 4.237
C 4.273 -4.807 -7.346
C 4.112 -5.744 -6.153
C 2.741 -5.648 -5.486
C 2.407 -4.281 -4.885
C 3.397 -3.774 -3.838
C 3.482 -4.665 -2.605
H 4.186 -3.760 -7.050
H 5.254 -4.939 -7.806
H 3.516 -5.012 -8.106
H 4.904 -5.550 -5.424
H 4.258 -6.773 -6.496
H 2.672 -6.414 -4.709
H 1.970 -5.899 -6.223
H 1.413 -4.334 -4.433
H 2.331 -3.539 -5.686
H 3.084 -2.777 -3.522
H 4.393 -3.659 -4.279
H 2.506 -4.753 -2.128
H 4.173 -4.238 -1.877
H 3.841 -5.668 -2.851
```

Kohn-Sham gap	0.2541	Eh
electronic energy	-1196.84636	Eh
total charge	-1
highest occupied orbital energy	-4.10	eV


Record 5
C23H17Br2IN3OPd as an isolated structure at a distorted geometry, computed with ωB97M-V with the def2-TZVPD basis set.

XYZ file:
```
48
Properties=species:S:1:pos:R:3
Pd -1.086 -0.342 -0.137
O -6.353 2.905 -1.380
C -5.150 2.350 -1.264
C -3.949 3.022 -1.504
C -2.762 2.347 -1.324
N -2.701 1.071 -0.930
C -3.858 0.446 -0.729
Br -3.645 -1.367 -0.171
C -5.097 1.007 -0.880
H -6.307 3.838 -1.617
H -3.942 4.053 -1.830
H -1.811 2.837 -1.493
H -6.011 0.457 -0.707
C 1.299 -5.133 -1.518
C 0.587 -4.097 -2.107
C 0.191 -3.011 -1.349
C 0.492 -2.955 0.018
C 1.207 -4.006 0.605
C 1.606 -5.080 -0.165
N 0.105 -1.827 0.749
N 0.224 -1.795 1.991
C -0.274 -0.662 2.594
C -0.098 -0.432 3.965
C -0.642 0.698 4.540
C -1.361 1.613 3.781
C -1.539 1.407 2.408
C -1.013 0.273 1.843
H 1.609 -5.980 -2.116
H 0.349 -4.133 -3.161
H -0.363 -2.207 -1.822
H 1.435 -3.954 1.661
H 2.161 -5.889 0.291
H 0.467 -1.151 4.546
H -0.507 0.873 5.599
H -1.800 2.487 4.247
H -2.096 2.129 1.822
Br 2.500 4.252 -1.921
C 3.539 2.732 -1.498
C 4.919 2.872 -1.449
C 5.716 1.784 -1.133
C 5.141 0.554 -0.857
C 3.764 0.403 -0.909
C 2.972 1.490 -1.235
I 0.866 1.231 -1.389
H 5.353 3.838 -1.662
H 6.790 1.906 -1.104
H 5.759 -0.296 -0.602
H 3.313 -0.557 -0.699
```

spin multiplicity	3
energy relative to the best compared isomer or geometry (same formula, charge and spin)	0.288	eV
Kohn-Sham gap (alpha / beta)	0.2405 / 0.2477	Eh
electronic energy	-6699.46714	Eh
total charge	+1
highest occupied orbital energy (alpha / beta)	-10.21 / -11.18	eV


Record 6
C5H9NO in the gas phase, computed with ωB97M-V with the def2-TZVPD basis set.

XYZ file:
```
16
Properties=species:S:1:pos:R:3
C -1.925 -0.472 0.043
C -1.164 0.656 0.703
N -0.067 0.385 1.637
C 0.239 0.991 0.346
C 0.963 0.209 -0.711
C 2.202 -0.534 -0.457
O 0.955 -1.206 -0.579
H -2.475 -0.106 -0.831
H -2.654 -0.896 0.743
H -1.260 -1.274 -0.284
H -1.794 1.484 1.027
H 0.166 -0.607 1.589
H 0.549 2.035 0.402
H 0.802 0.566 -1.730
H 2.893 -0.716 -1.280
H 2.641 -0.545 0.540
```

energy relative to the best compared isomer or geometry (same formula, charge and spin)	2.903	eV
Kohn-Sham gap	0.3826	Eh
electronic energy	-325.83087	Eh
structure (SMILES)	C[C@H]1N[C@H]1[C@H]1CO1
highest occupied orbital energy	-9.28	eV


Record 7
An isolated ion of composition C6H12N4 and charge +2 at a distorted geometry, computed with ωB97M-V with the def2-TZVPD basis set.

XYZ file:
```
22
Properties=species:S:1:pos:R:3
C -3.759 -1.357 0.221
N -2.421 -0.946 0.381
C -1.414 -0.876 -0.213
C -0.142 -0.613 -0.675
C 0.449 0.684 -1.169
N 0.743 1.714 0.087
C 1.889 1.217 0.844
N 0.732 -1.781 -0.724
C 1.760 -2.215 -0.111
N 2.502 -2.777 0.616
H -3.735 -2.341 0.589
H -4.258 -0.681 0.927
H -4.233 -0.954 -0.736
H 1.515 0.664 -1.390
H -0.272 1.125 -1.814
H -0.171 1.580 0.487
H 0.964 2.590 -0.355
H 2.252 1.876 1.611
H 1.792 0.172 1.038
H 2.857 1.091 0.276
H 0.699 -2.185 -1.756
H 3.198 -3.427 0.835
```

energy relative to the best compared isomer or geometry (same formula, charge and spin)	3.689	eV
Kohn-Sham gap	0.3256	Eh
electronic energy	-454.05538	Eh
total charge	+2
structure (SMILES)	CN=C=C(C[NH2+]C)NC#[NH+]
highest occupied orbital energy	-16.71	eV


Record 8
A 3-piece molecular cluster, C3H3NO2 overall at a distorted geometry, computed with ωB97M-V with the def2-TZVPD basis set.

XYZ file:
```
9
Properties=species:S:1:pos:R:3
C -1.683 0.144 0.184
O -1.172 1.028 -0.454
C 1.184 0.749 -1.307
O 1.649 1.774 -1.442
C 1.261 -1.034 0.665
N 2.387 -1.036 0.912
H 0.214 -1.047 0.454
H -1.617 0.113 1.289
H -2.222 -0.693 -0.301
```

energy relative to the best compared isomer or geometry (same formula, charge and spin)	2.931	eV
Kohn-Sham gap	0.4016	Eh
electronic energy	-321.26994	Eh
highest occupied orbital energy	-11.04	eV


Record 9
C17H20N4O5 as an isolated structure at a distorted geometry, computed with ωB97M-V with the def2-TZVPD basis set.

XYZ file:
```
46
Properties=species:S:1:pos:R:3
C -5.801 -1.406 1.007
C -5.009 -0.156 0.431
H -5.078 0.753 1.144
H -5.547 0.180 -0.530
O -3.760 -0.622 0.060
C -3.086 0.477 -0.203
O -3.570 1.540 -0.306
C -1.661 0.205 -0.594
C -1.001 -0.935 -0.174
N 0.359 -0.852 -0.538
N 0.414 0.561 -1.171
C -0.794 1.073 -1.273
C -0.870 2.112 -1.933
H -0.721 3.183 -1.059
H -1.922 2.355 -2.314
H -0.259 2.389 -2.513
C 1.436 -1.850 -0.305
N 1.043 -3.014 -0.130
C 2.140 -3.742 -0.068
C 3.345 -3.458 0.191
C 3.679 -2.180 -0.177
C 2.615 -1.130 -0.163
N 2.997 0.237 -0.438
C 3.954 0.870 0.263
O 4.973 0.485 0.386
C 3.984 2.359 -0.052
H 4.418 2.565 0.830
H 4.521 2.787 -0.952
C 2.419 2.894 -0.051
H 2.063 2.622 -1.041
C 1.563 2.606 0.884
O 1.613 1.482 1.483
O 0.570 3.402 1.079
H -0.112 2.939 1.713
H 2.523 3.953 -0.133
H 2.230 0.828 -0.815
H 4.778 -1.848 -0.190
H 4.127 -4.234 0.519
H 1.681 -4.826 0.125
C -1.514 -1.996 0.806
H -0.577 -2.455 1.626
H -2.491 -1.828 1.417
H -1.612 -3.034 0.092
H -6.957 -1.347 1.109
H -5.514 -1.679 1.785
H -5.590 -2.263 0.174
```

energy relative to the best compared isomer or geometry (same formula, charge and spin)	16.063	eV
Kohn-Sham gap	0.3276	Eh
electronic energy	-1254.55242	Eh
highest occupied orbital energy	-8.45	eV